(1)
{"formula": "C46H123N9O13", "method": "ωB97M-V with the def2-TZVPD basis set", "charge": 0, "relative_energy_kcal_mol": 0.0, "homo_energy_ev": -8.398, "energy_ev": -89713.8469, "mol_weight_g_mol": 1010.54, "lumo_ev": 0.32, "smiles": "COC[C@H](C)N.COC[C@H](C)N.COC[C@H](C)N.COC[C@H](C)N.COC[C@H](C)N.COC[C@H](C)N.COC[C@H](C)N.COCCNCCOC.COCCNCCOC.CC(C)O.CC(C)O", "elements": ["C", "O", "C", "C", "C", "N", "H", "H", "H", "H", "H", "H", "H", "H", "H", "H", "H", "C", "O", "C", "C", "C", "N", "H", "H", "H", "H", "H", "H", "H", "H", "H", "H", "H", "C", "O", "C", "C", "C", "N", "H", "H", "H", "H", "H", "H", "H", "H", "H", "H", "H", "C", "O", "C", "C", "C", "N", "H", "H", "H", "H", "H", "H", "H", "H", "H", "H", "H", "C", "O", "C", "C", "C", "N", "H", "H", "H", "H", "H", "H", "H", "H", "H", "H", "H", "C", "O", "C", "C", "C", "N", "H", "H", "H", "H", "H", "H", "H", "H", "H", "H", "H", "C", "O", "C", "C", "C", "N", "H", "H", "H", "H", "H", "H", "H", "H", "H", "H", "H", "C", "O", "C", "C", "N", "C", "C", "O", "C", "H", "H", "H", "H", "H", "H", "H", "H", "H", "H", "H", "H", "H", "H", "H", "C", "O", "C", "C", "N", "C", "C", "O", "C", "H", "H", "H", "H", "H", "H", "H", "H", "H", "H", "H", "H", "H", "H", "H", "C", "C", "C", "O", "H", "H", "H", "H", "H", "H", "H", "H", "C", "C", "C", "O", "H", "H", "H", "H", "H", "H", "H", "H"], "xyz": [[-1.601, 9.309, -0.692], [-0.300, 9.046, -0.186], [-0.057, 7.727, 0.222], [1.417, 7.503, 0.752], [2.385, 7.154, -0.380], [1.328, 6.354, 1.611], [-1.449, 10.290, -1.142], [-2.337, 9.437, 0.102], [-1.939, 8.563, -1.411], [-0.837, 7.533, 0.958], [-0.330, 7.049, -0.586], [1.749, 8.350, 1.352], [2.285, 7.854, -1.209], [2.127, 6.230, -0.898], [3.415, 7.241, -0.035], [1.943, 6.467, 2.404], [1.487, 5.449, 1.193], [4.497, -1.983, -5.787], [4.918, -3.193, -5.116], [5.204, -2.871, -3.776], [5.713, -4.191, -3.104], [4.680, -5.307, -3.167], [6.099, -3.969, -1.698], [3.583, -1.525, -5.409], [4.225, -2.334, -6.783], [5.340, -1.292, -5.821], [6.033, -2.175, -3.650], [4.354, -2.480, -3.216], [6.577, -4.520, -3.682], [3.805, -4.782, -2.783], [4.852, -6.152, -2.501], [4.531, -5.702, -4.172], [6.510, -4.824, -1.351], [6.873, -3.328, -1.600], [2.600, -6.821, 3.590], [1.789, -6.128, 2.629], [2.552, -5.089, 1.878], [3.230, -3.972, 2.701], [2.292, -3.273, 3.629], [3.766, -2.906, 1.803], [2.075, -7.596, 4.149], [2.863, -6.188, 4.437], [3.540, -7.266, 3.263], [3.294, -5.557, 1.230], [1.753, -4.638, 1.289], [4.031, -4.518, 3.200], [1.698, -3.967, 4.223], [1.499, -2.707, 3.140], [2.870, -2.629, 4.292], [2.979, -2.410, 1.410], [4.125, -3.311, 0.951], [-0.991, -4.283, 7.666], [-0.422, -2.947, 7.801], [0.626, -2.911, 8.760], [1.227, -1.474, 8.702], [2.198, -1.307, 9.860], [0.161, -0.473, 8.896], [-1.699, -4.555, 8.450], [-0.231, -5.025, 7.424], [-1.625, -4.228, 6.782], [0.114, -3.012, 9.717], [1.373, -3.671, 8.534], [1.638, -1.301, 7.708], [1.737, -1.279, 10.848], [2.542, -0.273, 9.871], [2.958, -2.088, 9.821], [-0.164, -0.732, 9.816], [-0.549, -0.804, 8.259], [-4.950, 3.829, 4.013], [-4.751, 4.252, 2.689], [-5.502, 3.530, 1.718], [-5.159, 3.853, 0.297], [-5.732, 2.817, -0.662], [-3.720, 3.736, 0.148], [-4.428, 4.457, 4.735], [-4.533, 2.827, 4.122], [-5.968, 3.667, 4.368], [-5.371, 2.461, 1.880], [-6.557, 3.743, 1.894], [-5.415, 4.878, 0.029], [-6.806, 3.003, -0.671], [-5.499, 1.786, -0.393], [-5.387, 3.078, -1.662], [-3.441, 4.180, 1.012], [-3.464, 2.782, 0.359], [4.289, 2.830, -2.932], [4.503, 2.901, -1.536], [5.367, 1.797, -1.138], [5.995, 2.177, 0.239], [7.006, 3.311, 0.192], [6.629, 1.024, 0.861], [5.230, 2.833, -3.483], [3.715, 3.683, -3.295], [3.700, 1.986, -3.291], [4.636, 0.995, -1.035], [6.167, 1.463, -1.800], [5.183, 2.458, 0.910], [7.928, 3.010, -0.307], [7.151, 3.830, 1.139], [6.594, 4.146, -0.375], [5.908, 0.338, 1.034], [7.016, 1.336, 1.741], [-0.080, -7.400, -3.466], [-0.307, -6.587, -4.554], [0.248, -7.018, -5.757], [0.081, -6.029, -6.989], [-1.351, -5.474, -7.264], [0.470, -6.731, -8.214], [-0.522, -8.377, -3.666], [-0.531, -6.978, -2.568], [0.992, -7.502, -3.298], [1.248, -7.383, -5.525], [-0.263, -7.961, -5.951], [0.703, -5.173, -6.724], [-2.049, -6.221, -7.639], [-1.319, -4.683, -8.013], [-1.882, -5.176, -6.360], [0.144, -6.070, -8.905], [-0.257, -7.425, -8.316], [-3.494, -4.323, 0.960], [-4.876, -4.200, 0.745], [-5.213, -3.021, 0.001], [-6.726, -3.211, -0.318], [-7.236, -2.198, -1.260], [-6.808, -2.432, -2.633], [-7.129, -1.347, -3.605], [-6.719, -1.703, -4.933], [-7.173, -0.762, -5.875], [-2.849, -4.239, 0.086], [-3.343, -5.355, 1.278], [-3.079, -3.632, 1.695], [-4.627, -2.835, -0.898], [-5.073, -2.179, 0.679], [-7.258, -3.188, 0.633], [-6.928, -4.189, -0.755], [-8.191, -1.897, -1.125], [-7.124, -3.371, -3.086], [-5.719, -2.440, -2.682], [-6.636, -0.392, -3.418], [-8.210, -1.212, -3.573], [-6.726, 0.211, -5.670], [-8.256, -0.669, -5.793], [-6.810, -1.032, -6.867], [-2.367, -0.041, -4.243], [-1.157, -0.428, -3.666], [-1.212, -1.644, -2.882], [0.069, -1.995, -2.172], [0.216, -1.279, -0.908], [0.238, 0.178, -0.989], [0.259, 0.914, 0.425], [-0.996, 0.581, 1.025], [-1.031, 0.697, 2.451], [-3.160, 0.271, -3.564], [-2.763, -0.836, -4.876], [-2.151, 0.803, -4.898], [-1.650, -2.433, -3.493], [-2.042, -1.548, -2.182], [0.885, -1.795, -2.867], [0.256, -3.058, -2.018], [-0.358, -1.662, -0.171], [-0.582, 0.556, -1.598], [1.096, 0.434, -1.610], [0.327, 1.982, 0.214], [1.214, 0.687, 0.900], [-0.124, 0.393, 2.973], [-1.837, 0.075, 2.841], [-1.359, 1.706, 2.700], [-1.880, 6.024, -6.134], [-2.360, 5.127, -5.004], [-1.203, 4.454, -4.214], [-2.995, 5.829, -3.972], [-1.077, 6.690, -5.819], [-2.682, 6.650, -6.525], [-1.472, 5.477, -6.984], [-3.051, 4.425, -5.471], [-1.541, 3.672, -3.533], [-0.433, 5.094, -3.782], [-0.614, 3.965, -4.991], [-2.901, 5.303, -3.174], [3.335, 5.408, 8.365], [2.402, 5.561, 7.192], [1.057, 5.025, 7.538], [2.341, 6.895, 6.808], [3.288, 4.418, 8.819], [2.973, 6.068, 9.153], [4.348, 5.744, 8.144], [2.856, 5.061, 6.337], [0.695, 5.477, 8.462], [1.061, 3.941, 7.649], [0.421, 5.237, 6.679], [3.273, 7.113, 6.726]], "lowdin_charge": [-0.101, -0.208, -0.206, -0.398, -0.072, 0.014, 0.087, 0.082, 0.084, 0.112, 0.113, 0.142, 0.070, 0.073, 0.075, 0.068, 0.068, -0.086, -0.181, -0.225, -0.434, -0.065, 0.029, 0.082, 0.086, 0.087, 0.117, 0.120, 0.128, 0.075, 0.071, 0.078, 0.064, 0.065, -0.131, -0.189, -0.157, -0.443, -0.073, 0.046, 0.081, 0.069, 0.086, 0.117, 0.118, 0.127, 0.072, 0.078, 0.083, 0.053, 0.049, -0.079, -0.222, -0.208, -0.429, -0.078, 0.038, 0.085, 0.083, 0.080, 0.125, 0.123, 0.136, 0.075, 0.076, 0.079, 0.060, 0.056, -0.118, -0.187, -0.219, -0.451, -0.063, 0.041, 0.091, 0.079, 0.084, 0.125, 0.129, 0.145, 0.076, 0.080, 0.076, 0.056, 0.064, -0.133, -0.189, -0.166, -0.448, -0.066, 0.023, 0.084, 0.082, 0.078, 0.117, 0.123, 0.128, 0.082, 0.075, 0.070, 0.065, 0.069, -0.129, -0.204, -0.196, -0.382, -0.068, 0.022, 0.089, 0.091, 0.086, 0.118, 0.114, 0.129, 0.072, 0.074, 0.067, 0.057, 0.062, -0.130, -0.189, -0.195, -0.181, -0.065, -0.227, -0.232, -0.195, -0.121, 0.076, 0.088, 0.082, 0.102, 0.119, 0.118, 0.112, 0.108, 0.125, 0.109, 0.123, 0.118, 0.080, 0.086, 0.090, -0.128, -0.203, -0.206, -0.197, -0.071, -0.186, -0.183, -0.199, -0.097, 0.083, 0.084, 0.084, 0.113, 0.113, 0.113, 0.115, 0.100, 0.097, 0.111, 0.109, 0.111, 0.085, 0.078, 0.080, -0.059, -0.486, -0.060, -0.060, 0.079, 0.078, 0.077, 0.127, 0.074, 0.082, 0.068, 0.071, -0.067, -0.569, -0.055, -0.032, 0.083, 0.084, 0.078, 0.133, 0.089, 0.085, 0.084, 0.085]}

(2)
{"formula": "C46H124N4O18", "method": "ωB97M-V with the def2-TZVPD basis set", "charge": 0, "homo_energy_ev": -8.157, "energy_ev": -92522.5842, "mol_weight_g_mol": 1021.51, "lumo_ev": -0.48, "elements": ["C", "C", "O", "H", "H", "H", "H", "H", "H", "C", "C", "O", "H", "H", "H", "H", "H", "H", "C", "C", "O", "H", "H", "H", "H", "H", "H", "C", "C", "O", "H", "H", "H", "H", "H", "H", "C", "C", "O", "H", "H", "H", "H", "H", "H", "O", "H", "H", "O", "H", "H", "O", "H", "H", "O", "H", "H", "O", "H", "H", "O", "H", "H", "O", "H", "H", "O", "H", "H", "O", "H", "H", "C", "C", "C", "C", "C", "C", "N", "O", "C", "C", "C", "H", "H", "H", "H", "H", "H", "H", "H", "H", "H", "H", "H", "H", "H", "H", "H", "H", "H", "H", "C", "C", "C", "C", "C", "C", "N", "O", "C", "C", "C", "H", "H", "H", "H", "H", "H", "H", "H", "H", "H", "H", "H", "H", "H", "H", "H", "H", "H", "H", "C", "C", "C", "C", "C", "C", "N", "O", "C", "C", "C", "H", "H", "H", "H", "H", "H", "H", "H", "H", "H", "H", "H", "H", "H", "H", "H", "H", "H", "H", "C", "C", "C", "C", "C", "C", "N", "O", "C", "C", "C", "H", "H", "H", "H", "H", "H", "H", "H", "H", "H", "H", "H", "H", "H", "H", "H", "H", "H", "H"], "xyz": [[4.801, -0.034, 0.206], [5.736, -0.505, -0.868], [6.859, 0.350, -0.957], [5.267, -0.014, 1.195], [3.878, -0.617, 0.319], [4.471, 0.990, 0.007], [5.148, -0.592, -1.807], [6.102, -1.531, -0.747], [6.496, 1.189, -1.308], [3.592, 0.950, -5.760], [4.525, -0.060, -5.100], [5.627, 0.582, -4.436], [2.655, 0.466, -6.047], [4.067, 1.356, -6.662], [3.318, 1.797, -5.128], [4.852, -0.780, -5.846], [3.924, -0.546, -4.320], [6.425, 0.322, -4.906], [-3.472, -2.869, -0.871], [-3.823, -4.207, -0.321], [-4.649, -4.882, -1.298], [-2.682, -2.402, -0.273], [-4.318, -2.178, -0.794], [-3.132, -2.916, -1.902], [-4.386, -4.103, 0.618], [-2.918, -4.804, -0.128], [-5.242, -5.520, -0.908], [0.802, 2.917, -7.593], [-0.389, 3.711, -7.147], [-0.948, 4.436, -8.314], [1.520, 3.605, -8.032], [0.455, 2.245, -8.382], [1.239, 2.339, -6.782], [-0.180, 4.517, -6.446], [-1.179, 3.065, -6.732], [-1.271, 3.789, -8.954], [0.563, 7.517, -0.733], [-0.820, 7.062, -1.133], [-1.264, 6.011, -0.219], [1.309, 6.717, -0.659], [0.576, 8.065, 0.205], [0.999, 8.137, -1.530], [-0.879, 6.601, -2.128], [-1.536, 7.890, -1.073], [-2.219, 5.936, -0.333], [-3.366, 3.161, -1.157], [-2.462, 2.793, -1.258], [-3.923, 2.419, -0.828], [-5.806, -1.173, -3.336], [-6.333, -0.368, -3.485], [-6.309, -1.674, -2.673], [-5.625, -1.735, -6.242], [-4.754, -2.130, -6.378], [-5.503, -1.121, -5.515], [-5.177, 1.131, -0.372], [-5.307, 0.317, -0.888], [-6.048, 1.562, -0.357], [5.387, 2.498, -2.401], [5.353, 1.831, -3.135], [4.676, 3.131, -2.603], [-5.010, 1.298, -6.142], [-5.869, 1.740, -6.237], [-4.976, 1.029, -5.213], [3.709, 4.662, -3.788], [4.415, 4.614, -4.453], [3.208, 5.459, -4.014], [1.317, 4.995, 1.761], [0.565, 4.877, 2.359], [0.928, 4.936, 0.872], [-2.682, 4.956, -4.106], [-2.840, 5.458, -4.921], [-2.887, 4.041, -4.340], [-2.802, 0.914, 3.396], [-3.621, -0.269, 3.826], [-2.683, -1.465, 3.944], [-3.259, -2.603, 4.727], [-3.787, -2.150, 6.104], [-4.764, -0.989, 6.006], [-4.178, 0.011, 5.137], [-4.995, 1.171, 5.123], [-6.106, -1.538, 5.532], [-4.904, -0.391, 7.390], [-4.649, -0.555, 2.762], [-3.336, 1.841, 3.586], [-2.500, 0.808, 2.348], [-1.854, 0.976, 3.938], [-2.507, -1.838, 2.931], [-1.734, -1.173, 4.392], [-2.485, -3.353, 4.953], [-4.031, -3.191, 4.222], [-2.992, -2.001, 6.837], [-4.339, -3.021, 6.492], [-6.734, -0.717, 5.162], [-6.066, -2.303, 4.760], [-6.659, -2.010, 6.353], [-4.945, -1.201, 8.125], [-4.082, 0.256, 7.678], [-5.844, 0.165, 7.468], [-4.296, -0.703, 1.734], [-5.366, 0.273, 2.607], [-5.273, -1.436, 2.944], [-5.777, 0.961, 4.563], [1.864, -6.976, -2.192], [1.390, -6.405, -0.878], [2.220, -7.069, 0.200], [2.123, -6.382, 1.551], [2.535, -4.939, 1.361], [1.654, -4.221, 0.356], [1.567, -4.979, -0.899], [0.637, -4.365, -1.788], [0.312, -3.897, 1.029], [2.335, -2.899, 0.050], [-0.081, -6.842, -0.678], [1.397, -6.456, -3.047], [1.555, -8.012, -2.353], [2.938, -6.856, -2.333], [1.870, -8.092, 0.367], [3.285, -7.169, -0.017], [2.847, -6.831, 2.245], [1.157, -6.506, 2.048], [3.612, -4.911, 1.114], [2.602, -4.400, 2.318], [-0.261, -3.167, 0.450], [-0.299, -4.774, 1.252], [0.475, -3.443, 2.011], [1.815, -2.306, -0.708], [2.305, -2.263, 0.949], [3.375, -3.007, -0.248], [-0.562, -7.094, -1.633], [-0.752, -6.055, -0.297], [-0.183, -7.688, -0.005], [-0.245, -4.758, -1.591], [-0.485, 0.195, -4.563], [-1.275, 0.804, -3.385], [-1.556, -0.303, -2.381], [-0.361, -0.573, -1.484], [0.131, 0.672, -0.764], [0.502, 1.771, -1.750], [-0.578, 1.936, -2.744], [-0.307, 3.027, -3.633], [0.555, 3.076, -0.957], [1.849, 1.470, -2.395], [-2.566, 1.324, -3.947], [-1.098, -0.526, -5.122], [0.327, -0.458, -4.217], [-0.106, 0.979, -5.218], [-2.474, -0.124, -1.802], [-1.737, -1.258, -2.888], [0.435, -1.010, -2.087], [-0.662, -1.264, -0.684], [0.983, 0.349, -0.158], [-0.604, 1.098, -0.071], [0.748, 3.928, -1.643], [-0.361, 3.441, -0.481], [1.426, 3.172, -0.296], [2.138, 2.287, -3.065], [2.643, 1.384, -1.643], [1.848, 0.544, -2.973], [-3.266, 1.648, -3.170], [-3.077, 0.455, -4.383], [-2.421, 2.109, -4.670], [-1.038, 3.675, -3.489], [5.164, 2.733, 5.748], [4.214, 1.564, 5.581], [3.016, 1.947, 6.442], [1.824, 1.049, 6.199], [1.468, 1.124, 4.718], [2.618, 0.782, 3.791], [3.792, 1.477, 4.224], [4.919, 1.350, 3.291], [2.766, -0.752, 3.754], [2.242, 1.243, 2.416], [4.847, 0.313, 6.192], [4.837, 3.615, 5.202], [6.165, 2.486, 5.366], [5.295, 2.964, 6.805], [3.258, 1.890, 7.507], [2.649, 2.968, 6.287], [1.017, 1.331, 6.870], [2.118, 0.013, 6.429], [1.162, 2.170, 4.563], [0.620, 0.469, 4.525], [3.311, -1.200, 4.579], [1.790, -1.211, 3.582], [3.349, -1.022, 2.854], [2.498, 0.537, 1.627], [1.145, 1.326, 2.320], [2.573, 2.253, 2.176], [5.208, 0.427, 7.207], [5.672, -0.007, 5.539], [4.116, -0.496, 6.188], [5.232, 0.412, 3.286]], "lowdin_charge": [-0.091, -0.336, -0.076, 0.061, 0.042, 0.076, 0.100, 0.111, 0.052, -0.093, -0.275, -0.093, 0.068, 0.078, 0.058, 0.115, 0.104, 0.101, -0.095, -0.299, -0.078, 0.063, 0.064, 0.079, 0.114, 0.097, 0.071, -0.086, -0.289, -0.112, 0.081, 0.082, 0.047, 0.108, 0.100, 0.070, -0.090, -0.285, -0.110, 0.067, 0.078, 0.075, 0.102, 0.110, 0.075, -0.091, 0.015, -0.010, -0.056, 0.051, 0.056, -0.065, 0.042, -0.033, -0.050, 0.037, 0.073, -0.074, 0.019, 0.010, -0.052, 0.054, 0.000, -0.058, 0.054, 0.049, -0.067, 0.043, -0.010, -0.048, 0.058, 0.013, -0.020, -0.541, -0.137, -0.181, -0.135, -0.550, -0.087, -0.022, -0.031, -0.037, -0.039, 0.087, 0.089, 0.076, 0.119, 0.118, 0.115, 0.104, 0.123, 0.123, 0.082, 0.068, 0.092, 0.088, 0.092, 0.084, 0.072, 0.086, 0.073, 0.090, -0.044, -0.539, -0.150, -0.181, -0.154, -0.509, -0.071, -0.019, -0.025, -0.036, -0.022, 0.088, 0.090, 0.088, 0.121, 0.124, 0.117, 0.112, 0.130, 0.125, 0.061, 0.069, 0.084, 0.070, 0.073, 0.088, 0.089, 0.052, 0.086, 0.085, -0.015, -0.505, -0.134, -0.174, -0.123, -0.497, -0.073, -0.028, -0.036, -0.010, -0.045, 0.089, 0.072, 0.069, 0.116, 0.117, 0.102, 0.090, 0.107, 0.120, 0.087, 0.075, 0.086, 0.072, 0.081, 0.067, 0.080, 0.084, 0.062, 0.080, -0.041, -0.559, -0.157, -0.179, -0.143, -0.533, -0.064, -0.010, -0.012, -0.028, -0.024, 0.093, 0.085, 0.085, 0.123, 0.128, 0.113, 0.106, 0.130, 0.103, 0.064, 0.084, 0.067, 0.047, 0.085, 0.097, 0.087, 0.088, 0.054, 0.091]}